1:
# C9H10N

A molecular structure, C9H10N (ωB97M-V/def2-TZVPD, the Open Molecules 2025 dataset).

Calculated values
Gap between HOMO and LUMO (spin up / spin down) ... 6.52 / 7.53 eV
Spin multiplicity ... 1
LUMO energy (spin up / spin down) ... -5.543 / -5.024 eV
Net charge ... +1

Element x y z (Å)
C (2.92351, -0.41531, -0.18505)
C (2.51100, 0.81802, 0.29898)
C (2.02277, -1.39737, -0.30207)
C (1.17379, 1.08209, 0.44812)
C (0.70410, -1.18326, 0.12628)
C (-2.29882, 1.93701, -0.78779)
C (-0.53239, -2.15872, 0.17519)
C (-1.80611, 1.54757, 0.41157)
C (-0.73465, 0.85349, 0.86219)
N (0.28299, 0.02242, 0.45348)
H (3.92546, -0.61553, -0.52361)
H (3.19526, 1.66202, 0.30337)
H (2.53102, -2.44719, -0.51371)
H (0.93726, 2.14935, 0.49035)
H (-1.21970, -3.03314, -0.75015)
H (-3.27923, 2.37838, -0.82097)
H (-1.80108, 2.05488, -1.73009)
H (-1.47597, -1.71137, 0.11934)
H (-0.68684, -2.75453, 1.04017)
H (-2.58660, 1.64866, 1.09993)

---

2:
# C9H10N

A molecular structure, C9H10N (ωB97M-V/def2-TZVPD, the Open Molecules 2025 dataset).

Calculated values
Gap between HOMO and LUMO (spin up / spin down) ... 7.35 / 7.36 eV
Spin multiplicity ... 1
LUMO energy (spin up / spin down) ... -5.529 / -5.528 eV
Net charge ... +1

Element x y z (Å)
C (-0.69994, 0.60386, -1.47367)
C (0.58882, 0.10428, -1.69794)
C (0.89660, -1.88666, -0.19687)
C (1.07067, -2.92502, 0.77123)
C (2.21267, -2.50470, -0.11385)
C (-1.43913, 0.85079, 0.49791)
C (-1.10382, -0.36979, -0.42797)
C (-1.08506, 1.78084, -0.74154)
C (-1.30110, 3.20969, -1.01670)
N (0.19598, -0.99380, -0.75492)
H (1.06214, -2.67381, 1.97170)
H (0.66644, -3.90954, 0.62964)
H (2.60943, -3.14408, -0.84720)
H (3.06190, -1.91934, 0.38469)
H (-2.58307, 1.03890, 0.75531)
H (-0.90031, 0.88450, 1.40340)
H (-1.82491, -1.12907, -0.46169)
H (-1.57942, 3.28331, -2.14390)
H (-0.39967, 3.93438, -0.80803)
H (-2.04096, 3.68611, -0.47034)

---

Which is most stable, and by how much? 1, by 0.522 eV.

---

1:
# C28H64N9O12

10 unconnected molecules or ions with the total composition C28H64N9O12 (ωB97M-V/def2-TZVPD, the Open Molecules 2025 dataset).

Calculated values
Gap between HOMO and LUMO ... 8.84 eV
Spin multiplicity ... 1
LUMO energy ... 1.783 eV
Net charge ... -1

Element x y z (Å)
O (-0.61553, 0.40508, 0.29978)
C (-0.02573, -0.43607, 1.22504)
O (0.90785, -1.15603, 0.80293)
O (-0.42956, -0.34602, 2.39797)
H (-0.06109, 0.19520, -0.47457)
C (-1.47758, 3.53862, -0.32078)
C (-2.91469, 3.09540, -0.22847)
O (-3.79710, 3.94924, -0.21300)
N (-3.16845, 1.77292, -0.20010)
C (-4.48929, 1.22581, -0.04617)
H (-0.76197, 2.81888, 0.06329)
H (-1.31210, 4.45519, 0.24277)
H (-1.29957, 3.76486, -1.37471)
H (-2.35104, 1.18172, -0.09238)
H (-4.78193, 0.69726, -0.96371)
H (-5.22320, 2.00625, 0.12522)
H (-4.58267, 0.44323, 0.70913)
C (-2.23115, 0.97206, -3.53876)
C (-2.00560, -0.11432, -4.57096)
O (-2.77410, -1.06225, -4.67766)
N (-0.89481, 0.02213, -5.30872)
C (-0.39380, -0.96081, -6.25790)
H (-3.27775, 1.02792, -3.25000)
H (-1.90824, 1.96039, -3.87188)
H (-1.68125, 0.73056, -2.62644)
H (-0.35440, 0.85921, -5.18783)
H (-1.16134, -1.60919, -6.66062)
H (0.38796, -1.52318, -5.73726)
H (0.08862, -0.42081, -7.07442)
C (1.45722, -3.78353, -2.13147)
C (1.88311, -2.46397, -2.76419)
O (2.24323, -2.37749, -3.92531)
N (1.75975, -1.42027, -1.92137)
C (2.00733, -0.06420, -2.29402)
H (0.36697, -3.86987, -2.13246)
H (1.70776, -3.82614, -1.06868)
H (1.88639, -4.63699, -2.64604)
H (1.39216, -1.57405, -0.97744)
H (2.63393, 0.48577, -1.57909)
H (1.09829, 0.54465, -2.37810)
H (2.58850, 0.06193, -3.20640)
C (2.91278, -1.36039, 4.47952)
C (2.63908, 0.03525, 4.96367)
O (3.43874, 0.65874, 5.67031)
N (1.53775, 0.63210, 4.46298)
C (1.06516, 1.93263, 4.85786)
H (2.80368, -2.06110, 5.30454)
H (3.92330, -1.39420, 4.08491)
H (2.25183, -1.59039, 3.64035)
H (0.99285, 0.06997, 3.82153)
H (1.38357, 2.13997, 5.87706)
H (-0.02033, 1.96007, 4.76830)
H (1.46019, 2.73871, 4.23120)
C (-1.97567, -3.45826, 1.62374)
C (-1.78935, -3.71016, 3.08379)
O (-2.36484, -4.60350, 3.70211)
N (-0.95084, -2.85071, 3.68464)
C (-0.70030, -2.79610, 5.11479)
H (-1.03274, -3.25020, 1.11769)
H (-2.73334, -2.68925, 1.46704)
H (-2.38419, -4.36060, 1.16750)
H (-0.63656, -2.06768, 3.11945)
H (0.06237, -3.50650, 5.43096)
H (-1.64566, -2.96238, 5.63027)
H (-0.35104, -1.78045, 5.30533)
C (-4.11361, -4.84130, -1.06200)
C (-3.64938, -3.39694, -1.15488)
O (-4.39180, -2.49765, -0.79015)
N (-2.41912, -3.16865, -1.67136)
C (-1.87006, -1.83918, -1.85438)
H (-3.30903, -5.52910, -1.32525)
H (-4.97770, -4.95708, -1.71364)
H (-4.45673, -5.05019, -0.05084)
H (-1.86524, -3.97808, -1.88236)
H (-1.11403, -1.63328, -1.08974)
H (-2.62490, -1.06495, -1.76084)
H (-1.42981, -1.80995, -2.85185)
C (-3.88580, -0.33071, 3.01796)
C (-3.85302, 1.18480, 3.20578)
O (-4.89842, 1.80712, 3.35318)
N (-2.64878, 1.76421, 3.10995)
C (-2.46557, 3.20661, 3.06465)
H (-3.47736, -0.92218, 3.83800)
H (-3.33888, -0.64265, 2.12584)
H (-4.93827, -0.56856, 2.88186)
H (-1.84989, 1.19423, 2.85914)
H (-1.41480, 3.48129, 3.01524)
H (-2.87478, 3.65672, 3.97013)
H (-3.01205, 3.58733, 2.19875)
C (4.71171, -0.64527, -0.39039)
C (5.55152, -0.46458, -1.62915)
O (6.34305, -1.31512, -2.00249)
N (5.44639, 0.75144, -2.21845)
C (6.17627, 1.08884, -3.41427)
H (4.38315, 0.26451, 0.11097)
H (5.33567, -1.15520, 0.34338)
H (3.87262, -1.30070, -0.62722)
H (4.94726, 1.46379, -1.70343)
H (5.98051, 2.12499, -3.68704)
H (5.93850, 0.40977, -4.22955)
H (7.25070, 1.06861, -3.19961)
C (1.98010, 2.60205, 0.01794)
C (2.84427, 3.44797, -0.87280)
O (3.62379, 2.95166, -1.68656)
N (2.68235, 4.77557, -0.77170)
C (3.39024, 5.72102, -1.61388)
H (1.23374, 3.20181, 0.53745)
H (2.54548, 2.05894, 0.78056)
H (1.45107, 1.79880, -0.48899)
H (2.05848, 5.17551, -0.09471)
H (2.75249, 6.52170, -1.98897)
H (3.95605, 5.24815, -2.40488)
H (4.10196, 6.25921, -0.97420)

---

2:
# C28H64N9O12

10 unconnected molecules or ions with the total composition C28H64N9O12 (ωB97M-V/def2-TZVPD, the Open Molecules 2025 dataset).

Calculated values
Gap between HOMO and LUMO ... 9.23 eV
Spin multiplicity ... 1
LUMO energy ... 2.102 eV
Net charge ... -1

Element x y z (Å)
O (-17.46140, -19.90050, 0.60786)
C (-17.96065, -19.26016, 1.69473)
O (-18.78736, -18.33727, 1.54172)
O (-17.52023, -19.65812, 2.81035)
H (-17.95097, -19.52991, -0.17085)
C (-20.01269, -14.71325, 3.25642)
C (-19.89507, -14.52506, 1.75225)
O (-19.99855, -13.40555, 1.24644)
N (-19.65786, -15.64136, 1.04175)
C (-19.62272, -15.70576, -0.41928)
H (-19.00014, -14.69420, 3.66582)
H (-20.49300, -15.64514, 3.54682)
H (-20.56517, -13.85633, 3.63078)
H (-19.50720, -16.51732, 1.52271)
H (-20.47562, -16.30723, -0.74042)
H (-18.71224, -16.22630, -0.70884)
H (-19.72286, -14.69589, -0.80150)
C (-16.48228, -18.32101, -2.88599)
C (-17.80488, -19.05418, -2.81209)
O (-18.47604, -19.07849, -1.78768)
N (-18.21766, -19.65610, -3.95295)
C (-19.43371, -20.43422, -3.98834)
H (-15.65737, -18.96092, -2.57403)
H (-16.53936, -17.52609, -2.14403)
H (-16.27850, -17.92352, -3.87875)
H (-17.70380, -19.40500, -4.77616)
H (-20.32600, -19.80650, -4.07655)
H (-19.58175, -21.03030, -3.09278)
H (-19.46672, -21.07242, -4.87048)
C (-24.43221, -18.50638, -2.45029)
C (-23.13022, -19.24648, -2.12584)
O (-22.71556, -20.11289, -2.88341)
N (-22.57202, -18.92475, -0.95608)
C (-21.32591, -19.45785, -0.43271)
H (-24.60590, -18.64820, -3.51304)
H (-24.34476, -17.42621, -2.29548)
H (-25.26036, -18.82214, -1.81832)
H (-23.03974, -18.25275, -0.37352)
H (-20.75820, -20.07929, -1.11366)
H (-21.62083, -20.15226, 0.36742)
H (-20.72557, -18.67658, 0.02503)
C (-16.64789, -22.84875, -1.12584)
C (-15.27857, -22.21580, -1.27854)
O (-14.42170, -22.78896, -1.93097)
N (-15.14230, -20.99302, -0.72222)
C (-13.89253, -20.30021, -0.67916)
H (-16.50550, -23.92028, -1.00403)
H (-17.28625, -22.69471, -1.99898)
H (-17.23043, -22.44171, -0.29499)
H (-15.90119, -20.64248, -0.14694)
H (-13.59035, -19.92989, -1.66597)
H (-13.04236, -20.87934, -0.30553)
H (-13.94652, -19.41432, -0.04512)
C (-14.17964, -19.52406, 3.76298)
C (-14.41255, -18.05130, 3.96286)
O (-13.49877, -17.29148, 4.27351)
N (-15.67825, -17.61590, 3.77620)
C (-16.13774, -16.29263, 4.08711)
H (-14.69614, -20.19691, 4.44555)
H (-13.12311, -19.79191, 3.77192)
H (-14.47114, -19.81307, 2.74473)
H (-16.32224, -18.30015, 3.39664)
H (-15.86190, -15.56596, 3.31239)
H (-15.75512, -15.84225, 5.00120)
H (-17.22518, -16.36268, 4.08136)
C (-15.73728, -22.80617, 2.75003)
C (-16.37065, -23.03703, 4.09932)
O (-16.13096, -24.04856, 4.74307)
N (-17.15175, -22.02318, 4.51724)
C (-17.80310, -21.99692, 5.81186)
H (-16.17994, -22.05002, 2.09926)
H (-15.80857, -23.73260, 2.17463)
H (-14.69031, -22.54189, 2.90180)
H (-17.28550, -21.21671, 3.91749)
H (-17.16334, -21.53234, 6.56444)
H (-17.98558, -23.03142, 6.10795)
H (-18.77532, -21.51045, 5.75988)
C (-23.25689, -23.71238, 1.53874)
C (-22.18258, -23.02496, 2.35838)
O (-22.40072, -22.37688, 3.36081)
N (-20.94261, -23.09377, 1.79848)
C (-19.79907, -22.35380, 2.27830)
H (-24.25755, -23.53764, 1.91654)
H (-23.08839, -24.77551, 1.36631)
H (-23.17932, -23.25510, 0.54596)
H (-20.86104, -23.62373, 0.94924)
H (-19.20610, -21.97163, 1.44708)
H (-19.15449, -22.92459, 2.94751)
H (-20.17487, -21.49537, 2.83744)
C (-21.76283, -18.42898, 3.01254)
C (-21.14311, -18.23005, 4.37589)
O (-21.78383, -17.71495, 5.29294)
N (-19.88419, -18.65163, 4.54806)
C (-19.12967, -18.47386, 5.75111)
H (-22.71087, -18.95529, 3.09730)
H (-21.12537, -19.02666, 2.35678)
H (-21.85958, -17.50487, 2.43828)
H (-19.36204, -18.97894, 3.74431)
H (-19.48281, -19.02581, 6.62447)
H (-19.05192, -17.42692, 6.06092)
H (-18.10592, -18.80362, 5.56299)
C (-15.99385, -16.67564, 0.53832)
C (-15.03722, -16.17920, -0.51480)
O (-14.37217, -16.96009, -1.18379)
N (-14.97957, -14.84495, -0.65219)
C (-14.06354, -14.25872, -1.60620)
H (-16.45472, -17.64403, 0.31262)
H (-16.85662, -16.03324, 0.72678)
H (-15.48966, -16.97492, 1.46294)
H (-15.47745, -14.23362, -0.03475)
H (-14.00537, -13.18253, -1.44040)
H (-14.32909, -14.41955, -2.65059)
H (-13.04729, -14.63393, -1.48006)

---

Which is most stable, and by how much? 2, by 0.457 eV.

---

1:
# H33O16

16 unconnected molecules or ions with the total composition H33O16 (ωB97M-V/def2-TZVPD, the Open Molecules 2025 dataset).

Calculated values
Gap between HOMO and LUMO ... 10.35 eV
Spin multiplicity ... 1
LUMO energy ... -3.026 eV
Net charge ... +1

Element x y z (Å)
O (-0.63790, 4.57696, 1.27805)
H (-1.47590, 4.65992, 0.82056)
H (-0.19367, 5.42541, 1.20310)
O (-4.36487, 2.00269, 0.52823)
H (-4.36541, 1.06164, 0.68037)
H (-4.39120, 2.62530, 1.26325)
O (0.30476, -4.29529, -0.04373)
H (-0.14167, -5.11967, 0.18160)
H (0.70378, -4.09897, 0.83960)
O (0.20819, -1.75088, 0.17882)
H (0.51298, -2.68202, 0.10588)
H (2.00751, 1.51251, 1.51796)
O (2.64082, -0.11503, -4.31406)
H (2.38188, -0.75041, -3.62658)
H (1.73516, -0.06176, -4.66668)
O (0.59890, -0.95934, -2.34114)
H (0.61901, -1.71098, -2.93876)
H (0.41417, -1.30162, -1.43768)
O (4.11613, 2.50013, 1.29152)
H (4.18894, 3.24155, 0.68971)
H (4.66941, 1.79830, 0.94949)
O (-4.50523, -0.55159, 2.99457)
H (-0.71141, -1.87849, 0.57604)
H (-4.91100, -1.41311, 2.85799)
O (2.41840, -4.42427, 1.92285)
H (-1.52400, 3.92584, 3.27326)
O (3.77492, -0.28353, -0.54034)
H (4.41996, 0.06135, 0.07485)
H (2.94272, -0.29892, -0.04333)
O (-1.16625, 0.94701, -4.72167)
H (-1.64096, 1.28274, -3.95310)
H (-1.60314, 1.38448, -5.49180)
O (1.10731, 1.28034, -1.32920)
H (1.56409, 0.66709, -1.96443)
H (0.14465, 0.90382, -1.34169)
O (1.59617, 0.74223, 0.99356)
H (0.77694, 0.46140, 1.41620)
H (1.35116, 0.83434, -0.34881)
O (-1.45780, 3.16541, 3.85494)
H (-1.28812, 2.40955, 3.29615)
H (3.29164, -4.03682, 1.86222)
O (-2.14993, -2.19545, 1.24590)
H (-2.38507, -1.71338, 0.44552)
H (-2.83680, -2.87842, 1.22932)
O (-1.55992, 0.49135, -1.09671)
H (-2.20042, 1.09397, -1.49323)
H (-1.79637, -0.31930, -1.56545)
H (-3.69425, -0.90075, 3.39548)
H (2.51166, -5.31531, 2.29139)

---

2:
# H33O16

16 unconnected molecules or ions with the total composition H33O16 (ωB97M-V/def2-TZVPD, the Open Molecules 2025 dataset).

Calculated values
Gap between HOMO and LUMO ... 10.21 eV
Spin multiplicity ... 1
LUMO energy ... -2.861 eV
Net charge ... +1

Element x y z (Å)
O (2.45325, -1.70794, -2.31069)
H (2.82776, -1.59021, -3.22376)
H (3.10873, -2.33211, -1.98815)
O (-2.06888, 3.07137, -1.81990)
H (0.66097, -3.06828, 4.12890)
H (-2.75294, 3.72433, -1.50476)
O (-0.19494, -3.20039, 3.72804)
H (-0.81820, -2.66279, 4.22382)
H (2.33413, 1.16216, -4.32244)
O (-0.98235, 0.66460, 1.67856)
H (-0.65035, 1.60171, 1.58786)
H (-0.28003, -2.03009, 0.89939)
O (2.60601, -0.71850, 4.65249)
H (-0.14799, -1.12070, -2.51014)
H (3.38927, -0.99955, 4.20989)
O (-3.18021, 1.25648, 2.11324)
H (-3.73223, 1.19016, 2.96868)
H (-3.05569, -3.75450, 0.57013)
O (-2.09058, 3.88257, 1.72024)
H (-2.57286, 3.17084, 2.19041)
H (-2.87186, 4.24653, 1.27017)
O (4.98723, 2.23837, -0.36863)
H (-0.22666, 0.14817, 1.40619)
H (5.39920, 2.50706, 0.53527)
O (2.64870, 1.76359, -3.58555)
H (2.18476, -0.24102, 3.93896)
O (-2.16972, -3.98745, 0.77548)
H (-0.75652, 0.19692, -1.73186)
H (-2.03359, -4.49437, 1.56501)
O (0.10485, -0.29008, -1.94558)
H (0.43205, -0.78631, -1.17272)
H (-1.68057, 0.21494, 0.08169)
O (1.11419, -0.06116, -5.43405)
H (-3.00158, 0.34636, 1.85377)
H (-2.61533, 1.21986, -0.54180)
O (0.25457, -1.38316, 0.40951)
H (1.19038, -1.43205, 0.61612)
H (0.50647, 0.81725, -5.40597)
O (-1.95042, 0.55544, -0.79749)
H (0.44383, -0.71235, -5.18267)
H (2.91444, 1.03294, -3.00818)
O (-0.95371, -2.35319, -3.05804)
H (-1.87737, -2.14802, -3.20043)
H (-0.87445, -3.19873, -2.60624)
O (-0.39601, 0.55785, 4.09904)
H (-1.22525, 0.83147, 4.51496)
H (-1.98542, 3.28680, -2.73832)
H (5.81624, 1.79672, -0.65546)
H (0.16552, 1.05219, 4.69677)

---

Which is most stable, and by how much? 1, by 0.650 eV.